Record 1
Here is an isolated ion of composition C2H6N5O3 and charge +1 in a non-equilibrium geometry from the OMol25 dataset. Energies are from ωB97M-V/def2-TZVPD.

Output
- E_tot: -578.813659 Ha
- HOMO energy: -15.384 eV
- Structure (SMILES): C/[N+](N=O)=C(/N)N[N+](=O)[O-]
- Lowest unoccupied orbital energy: -5.45 eV
- Net charge: +1

The geometry in XYZ format:
```
16
C2H6N5O3 | the OMol25 dataset | ωB97M-V/def2-TZVPD
C -0.124 -1.294 1.617
N 0.613 -0.800 0.417
N 1.842 -1.427 0.045
O 2.089 -2.371 0.681
C 0.254 0.181 -0.409
N 0.879 0.400 -1.549
N -1.000 1.057 0.015
N -1.575 1.959 -0.935
O -0.954 2.241 -1.933
O -2.665 2.199 -0.626
H -0.317 -0.330 2.206
H 0.758 -1.870 2.193
H -0.856 -1.962 1.176
H 0.713 1.249 -2.140
H 1.695 -0.250 -1.711
H -1.351 1.018 0.952
```


Record 2
Here is C2H6N6 as an isolated structure in a non-equilibrium geometry from the OMol25 dataset. Energies are from ωB97M-V/def2-TZVPD.

Output
- E_tot: -408.152828 Ha
- HOMO energy: -7.853 eV
- Lowest unoccupied orbital energy: 0.72 eV
- Net charge: 0

The geometry in XYZ format:
```
14
C2H6N6 | the OMol25 dataset | ωB97M-V/def2-TZVPD
C 0.868 -1.415 -0.012
C -0.058 0.637 -0.061
H 2.037 1.653 0.640
H 2.881 0.395 -0.852
H 1.574 -2.269 0.163
H -3.016 -0.446 -0.416
H -2.664 0.082 1.074
H -1.333 2.065 -0.189
N 2.253 0.457 0.254
N 1.118 -0.090 -0.144
N -0.460 -1.692 -0.062
N -0.984 -0.376 0.034
N -2.324 0.198 0.046
N -0.222 1.960 -0.125
```


Record 3
Here is one molecule with the formula C2H6N6 in a non-equilibrium geometry from the OMol25 dataset. Energies are from ωB97M-V/def2-TZVPD.

Output
- E_tot: -408.113775 Ha
- HOMO energy: -8.855 eV
- Structure (SMILES): [H]/N=c1/nn[nH]n1NC
- Lowest unoccupied orbital energy: 0.14 eV
- Net charge: 0

The geometry in XYZ format:
```
14
C2H6N6 | the OMol25 dataset | ωB97M-V/def2-TZVPD
H 1.483 1.115 -0.723
N 0.753 1.946 -0.365
C -0.049 0.943 -0.108
N -1.313 0.909 0.490
N -1.846 -0.307 0.328
N -1.007 -1.064 -0.340
N 0.098 -0.331 -0.751
N 1.202 -0.988 -0.393
C 1.414 -0.574 1.018
H -1.390 -2.122 -0.567
H 1.984 -1.127 -1.184
H 1.428 0.451 1.167
H 0.616 -0.804 1.717
H 2.479 -0.887 1.346
```


Record 4
Here is one molecule with the formula C2H6N6 in a non-equilibrium geometry from the OMol25 dataset. Energies are from ωB97M-V/def2-TZVPD.

Output
- E_tot: -408.161985 Ha
- HOMO energy (spin up / spin down): -7.590 / -7.590 eV
- Lowest unoccupied orbital energy (spin up / spin down): 0.93 / 0.93 eV
- Net charge: 0

The geometry in XYZ format:
```
14
C2H6N6 | the OMol25 dataset | ωB97M-V/def2-TZVPD
C 0.903 0.241 -1.768
C 0.001 0.561 0.172
N 0.293 1.137 -0.903
N 1.131 -0.941 -1.418
N 0.510 -1.417 -0.362
N 1.020 -2.309 0.515
N -1.905 1.993 1.011
N -0.852 0.910 1.039
H 1.476 0.443 -2.686
H 1.974 -2.722 0.523
H 0.322 -2.854 0.976
H -1.412 2.815 0.578
H -2.605 1.765 0.361
H -0.857 0.379 1.962
```


Record 5
Here is an isolated ion of composition C2H6NO and charge -1 in a non-equilibrium geometry from the OMol25 dataset. Energies are from ωB97M-V/def2-TZVPD.

Output
- E_tot: -209.766937 Ha
- HOMO energy: -2.193 eV
- Structure (SMILES): CNC[O-]
- Lowest unoccupied orbital energy: 4.69 eV
- Net charge: -1

The geometry in XYZ format:
```
10
C2H6NO | the OMol25 dataset | ωB97M-V/def2-TZVPD
C 1.188 0.183 -0.994
N 0.630 -0.613 0.088
C -0.444 0.242 0.833
O -1.653 0.120 0.255
H 0.506 0.427 -1.827
H 2.091 -0.297 -1.407
H 1.485 1.188 -0.671
H 0.078 -1.331 -0.361
H -0.061 1.285 0.832
H -0.453 -0.129 1.866
```


Record 6
Here is a 2-piece molecular cluster, C2H6NO overall in a non-equilibrium geometry from the OMol25 dataset. Energies are from ωB97M-V/def2-TZVPD.

Output
- E_tot: -209.711858 Ha
- HOMO energy: -2.057 eV
- Lowest unoccupied orbital energy: 4.53 eV
- Net charge: -1

The geometry in XYZ format:
```
10
C2H6NO | the OMol25 dataset | ωB97M-V/def2-TZVPD
C -1.785 1.104 -0.253
C 1.853 -0.698 -0.064
N -1.239 0.088 0.366
O -1.940 -0.889 0.847
H 2.260 0.084 0.606
H -1.183 1.891 -0.596
H -2.892 1.306 -0.320
H 2.099 -1.725 0.172
H 0.797 -0.493 0.305
H 2.030 -0.668 -1.064
```


Record 7
Here is C2H6NO as an isolated structure in a non-equilibrium geometry from the OMol25 dataset. Energies are from ωB97M-V/def2-TZVPD.

Output
- E_tot: -209.262699 Ha
- HOMO energy (spin up / spin down): -12.900 / -17.879 eV
- Lowest unoccupied orbital energy (spin up / spin down): -4.03 / -6.35 eV
- Spin multiplicity: 3
- Net charge: +1

The geometry in XYZ format:
```
10
C2H6NO | the OMol25 dataset | ωB97M-V/def2-TZVPD
C -0.343 -0.977 0.026
C -0.383 0.937 -0.022
N 0.750 0.033 0.376
O -1.276 -0.046 -0.177
H -0.045 -1.469 -1.972
H -0.615 -1.878 0.567
H -0.527 1.604 0.837
H -0.273 1.609 -0.926
H 1.008 0.357 1.297
H 1.706 -0.171 -0.005
```


Record 8
Here is a 2-piece molecular cluster, C2H6NO2 overall in a non-equilibrium geometry from the OMol25 dataset. Energies are from ωB97M-V/def2-TZVPD.

Output
- E_tot: -284.906281 Ha
- HOMO energy: -1.855 eV
- Lowest unoccupied orbital energy: 4.44 eV
- Net charge: -1

The geometry in XYZ format:
```
11
C2H6NO2 | the OMol25 dataset | ωB97M-V/def2-TZVPD
C -1.296 0.063 0.057
C 1.047 -0.609 0.337
N -0.049 -0.444 -0.432
O 0.358 0.178 -1.651
O 2.212 -0.498 -0.051
H -1.709 -0.602 0.848
H -1.111 0.953 0.558
H -1.922 0.226 -0.809
H 0.559 1.213 1.322
H 0.809 -1.257 1.095
H 1.102 0.778 -1.275
```


Record 9
Here is a 2-piece molecular cluster, C2H6NO2 overall in a non-equilibrium geometry from the OMol25 dataset. Energies are from ωB97M-V/def2-TZVPD.

Output
- E_tot: -285.033779 Ha
- HOMO energy: -3.522 eV
- Lowest unoccupied orbital energy: 4.07 eV
- Net charge: -1

The geometry in XYZ format:
```
11
C2H6NO2 | the OMol25 dataset | ωB97M-V/def2-TZVPD
C 1.491 0.901 -1.230
O 1.887 0.141 -0.111
H 0.481 1.298 -0.907
H 1.436 0.446 -2.209
H 2.061 1.862 -1.493
C -1.967 -0.817 0.875
N -0.678 -0.748 1.252
O -2.738 -1.815 0.712
H -2.595 0.105 0.693
H 1.080 0.142 0.549
H -0.458 -1.516 1.870
```


Record 10
Here is a 2-piece molecular cluster, C2H6NO2 overall in a non-equilibrium geometry from the OMol25 dataset. Energies are from ωB97M-V/def2-TZVPD.

Output
- E_tot: -285.064458 Ha
- HOMO energy: -3.786 eV
- Lowest unoccupied orbital energy: 4.14 eV
- Net charge: -1

The geometry in XYZ format:
```
11
C2H6NO2 | the OMol25 dataset | ωB97M-V/def2-TZVPD
C -2.482 0.915 0.242
O -1.766 0.715 -0.954
H -2.781 1.963 0.356
H -3.406 0.336 0.212
H -1.882 0.600 1.097
C 1.663 -0.287 0.378
N 0.571 -0.522 -0.323
O 2.646 -1.014 0.635
H 1.791 0.752 0.770
H -0.841 0.420 -0.684
H 0.407 -1.529 -0.239
```


Record 11
Here is one molecule with the formula C2H6NO2P in a non-equilibrium geometry from the OMol25 dataset. Energies are from ωB97M-V/def2-TZVPD.

Output
- E_tot: -626.258788 Ha
- HOMO energy: -9.208 eV
- Structure (SMILES): CPCON=O
- Lowest unoccupied orbital energy: -0.18 eV
- Net charge: 0

The geometry in XYZ format:
```
12
C2H6NO2P | the OMol25 dataset | ωB97M-V/def2-TZVPD
C -1.191 0.590 -1.004
P -1.118 0.045 0.768
C 0.682 0.226 1.204
O 1.580 -0.883 1.010
N 1.487 -1.526 -0.276
O 1.534 -0.776 -1.163
H -0.235 1.011 -1.314
H -1.425 -0.230 -1.681
H -1.952 1.363 -1.103
H -1.157 -1.355 0.599
H 1.048 1.121 0.687
H 0.748 0.413 2.274
```


Record 12
Here is one molecule with the formula C2H6NO2P in a non-equilibrium geometry from the OMol25 dataset. Energies are from ωB97M-V/def2-TZVPD.

Output
- E_tot: -626.245140 Ha
- HOMO energy: -10.375 eV
- Structure (SMILES): C[C@H](P)[N+](=O)[O-]
- Lowest unoccupied orbital energy: 0.08 eV
- Net charge: 0

The geometry in XYZ format:
```
12
C2H6NO2P | the OMol25 dataset | ωB97M-V/def2-TZVPD
C -0.166 -0.500 -0.945
C 0.755 -0.088 0.220
P 0.810 1.794 0.476
N 2.161 -0.403 -0.083
O 2.696 0.165 -1.034
O 2.648 -1.255 0.641
H 0.213 -0.267 -1.963
H -0.003 -1.605 -1.047
H -1.071 -0.039 -0.830
H 0.513 -0.576 1.236
H 1.079 2.034 -0.960
H -0.468 1.965 -0.055
```